1) 19
Properties=species:S:1:pos:R:3:nbo_charge:R:1 method="wB97M-V/def2-TZVPD" smiles="CC(C)(ON)C(N)=C=O" homo_lumo_gap_ha=0.2962 lumo_ev=0.66
C 0.2793 1.2598 -1.4104 -0.634
C 0.2783 0.2929 -0.2462 0.274
C 1.6648 -0.2152 0.1105 -0.636
O -0.3331 1.0249 0.9762 -0.465
N -0.0171 0.8851 2.3323 -0.514
C -0.7692 -0.7885 -0.3325 -0.180
N -1.7019 -0.8094 -1.4063 -0.809
C -1.0181 -1.2952 0.8676 0.672
O -1.2128 -2.0904 1.7204 -0.468
H -0.7284 1.6137 -1.6074 0.243
H 0.9058 2.1120 -1.1560 0.229
H 0.6790 0.7764 -2.3007 0.214
H 1.6340 -0.8999 0.9565 0.210
H 2.3179 0.6217 0.3549 0.224
H 2.0794 -0.7409 -0.7489 0.223
H -0.8976 0.5820 2.7527 0.341
H 0.6523 0.1597 2.5847 0.329
H -2.5319 -1.3436 -1.1821 0.380
H -1.2806 -1.1451 -2.2652 0.370

2) 19
Properties=species:S:1:pos:R:3:nbo_charge:R:1 method="wB97M-V/def2-TZVPD" homo_lumo_gap_ha="0.2858 / 0.3294" lumo_ev="-0.03 / 0.30"
C 0.5359 2.6359 0.7029 -0.470
C -0.7836 -0.9940 1.4209 -0.727
N 0.1165 1.2597 0.6784 -0.162
C 0.0484 -1.4719 -1.5354 0.657
N 1.3117 -1.8035 -1.1771 -0.821
C -0.4433 -0.1256 -0.9774 -0.062
C -1.2760 -0.2736 0.2611 0.038
O 0.6214 0.7191 -0.5657 -0.441
O -0.6835 -2.1697 -2.2086 -0.607
H 1.7398 -2.5991 -1.6237 0.404
H 1.9033 -1.1153 -0.7366 0.414
H -1.0000 0.3693 -1.7769 0.210
H -2.3239 -0.0059 0.1901 0.209
H 0.2221 3.0541 1.6594 0.210
H 1.6304 2.6921 0.6416 0.213
H 0.1213 3.2267 -0.1250 0.190
H -0.3094 -1.9524 1.1919 0.234
H 0.0798 -0.3357 1.7606 0.285
H -1.5108 -1.1101 2.2194 0.228

3) 19
Properties=species:S:1:pos:R:3:nbo_charge:R:1 method="wB97M-V/def2-TZVPD" smiles="CCC(=O)NN.C=C=O" homo_lumo_gap_ha=0.3565 lumo_ev=0.41
C 2.0136 -1.0143 0.1383 -0.629
C 1.1113 -0.0020 0.8196 -0.509
C -0.5208 -0.3810 0.5868 0.667
O -0.8391 -1.4572 0.1398 -0.638
N -1.3738 0.5030 1.1295 -0.472
N -2.7491 0.2305 1.2645 -0.638
H 2.3059 -0.6617 -0.8480 0.212
H 1.5077 -1.9707 0.0252 0.236
H 2.9207 -1.1748 0.7245 0.213
H 1.1330 -0.1388 1.9024 0.224
H 1.4656 1.0230 0.7308 0.228
H -1.0738 1.4336 1.3950 0.403
H -3.2117 0.3741 0.3610 0.352
H -2.8406 -0.7638 1.4838 0.367
C 0.0504 0.3990 -2.2989 -0.756
C 0.0841 1.2904 -1.3466 0.689
O -0.1692 2.3158 -0.8132 -0.498
H -0.0771 -0.6516 -2.0718 0.278
H 0.2629 0.6465 -3.3227 0.269

4) 19
Properties=species:S:1:pos:R:3:nbo_charge:R:1 method="wB97M-V/def2-TZVPD" homo_lumo_gap_ha=0.3018 lumo_ev=0.54
C 0.5811 2.3908 0.0580 -0.422
N 1.6707 1.5156 -0.2928 -0.508
C 1.6146 0.2582 -0.1636 0.527
O 2.7245 -0.4201 -0.5719 -0.673
C 0.6097 -0.7879 0.2932 0.044
O 1.0679 -2.1065 0.1651 -0.714
C -0.7152 -0.5477 0.2160 0.197
C -1.5568 -1.3717 -0.7314 -0.676
N -1.4267 0.2785 1.0586 -0.767
H -0.3255 2.1808 -0.5164 0.177
H 0.3851 2.3623 1.1319 0.162
H 0.8653 3.4217 -0.1768 0.202
H 2.5847 -1.3808 -0.4871 0.496
H 0.3970 -2.6554 0.6171 0.497
H -0.9428 -1.9862 -1.3999 0.237
H -2.1370 -0.7008 -1.3766 0.228
H -2.2442 -2.0239 -0.1885 0.216
H -0.8925 0.8616 1.6955 0.397
H -2.2599 0.7116 0.6695 0.380

4) comes first in stability; the runner-up is 3.5 kcal/mol higher.

1) 22
Properties=species:S:1:pos:R:3:nbo_charge:R:1 method="wB97M-V/def2-TZVPD" homo_lumo_gap_ha="0.1453 / 0.3771" spin_multiplicity=2 lumo_ev="0.68 / 0.58" s_squared=0.75
C 0.0039 0.0829 2.1072 -0.136
O 0.8894 0.6735 3.1311 -0.750
C 0.8484 0.0469 0.8608 -0.089
C 0.3439 -0.6656 -0.3736 -0.502
C -0.7731 0.1076 -1.0622 -0.179
C -1.1483 -0.0652 -2.3200 -0.184
C -2.1719 0.8119 -2.9284 -0.664
N 2.1918 -0.9126 1.3865 -1.116
H -0.8286 0.7952 2.0456 0.187
H -0.1692 -0.9410 2.4503 0.192
H 0.3339 1.2798 3.6231 0.472
H 1.3344 1.0029 0.6822 0.226
H 1.1606 -0.5989 -1.1118 0.233
H 0.0962 -1.7211 -0.2556 0.234
H -1.3138 0.7843 -0.3977 0.186
H -0.6451 -0.8097 -2.9298 0.203
H -2.1485 0.9130 -4.0147 0.222
H -3.2285 0.6615 -2.6754 0.224
H -2.1050 1.8968 -2.6967 0.220
H 2.6154 -1.3760 0.5688 0.323
H 1.8231 -1.6343 2.0280 0.332
H 2.8908 -0.3323 1.8823 0.367

2) 22
Properties=species:S:1:pos:R:3:nbo_charge:R:1 method="wB97M-V/def2-TZVPD" homo_lumo_gap_ha="0.1308 / 0.2761" spin_multiplicity=2 lumo_ev="0.06 / 0.04" s_squared=0.75
C -0.2306 0.9220 2.0654 -0.671
C -1.4104 0.6035 1.2246 0.166
C -2.4630 -0.1529 1.5414 -0.384
N -1.4312 1.2743 -0.0899 -0.742
H -0.3962 0.4287 3.0226 0.240
H 0.6722 0.4952 1.6214 0.249
H -0.0750 1.9908 2.2574 0.226
H -3.2862 -0.2412 0.8473 0.215
H -2.5331 -0.5913 2.5257 0.223
H -0.6816 1.9586 -0.1693 0.426
H -2.3204 1.7457 -0.2762 0.422
H -1.3085 0.5561 -0.8586 0.495
O -0.7356 -0.3660 -2.0901 -0.843
C 0.4632 -0.8037 -2.1995 0.054
C 1.6635 -0.2887 -1.4515 -0.471
C 2.3285 -1.4462 -0.7034 -0.611
H 0.7021 -1.5535 -2.9803 0.092
H 1.3066 0.4411 -0.7137 0.144
H 2.3683 0.2216 -2.1370 0.186
H 1.5452 -2.0134 -0.1672 0.198
H 2.9823 -1.0377 0.0811 0.180
H 2.8400 -2.1429 -1.3501 0.208

2) comes first in stability; the runner-up is 20.7 kcal/mol higher.